An isolated ion of composition C6H15N and charge -1, computed with the ωB97M-V functional and the def2-TZVPD basis.

Summary:
Kohn-Sham gap (spin up / spin down) (eV): 2.508 / 9.365
Net charge: -1
HOMO level (spin up / spin down) (eV): 1.55 / -5.20
LUMO (spin up / spin down) (eV): 4.06 / 4.16
E (eV): -7953.6163
Spin multiplicity: 2

Last columns: bonded neighbours and bond lengths (Å).
Element x y z (Å)
1 C 1.064 -0.655 -0.372  N2 1.465, C5 1.538, H8 1.091, H9 1.097
2 N 0.198 -0.028 -1.375  C1 1.465, C3 1.463, H10 1.011
3 C -1.158 -0.571 -1.464  N2 1.463, C4 1.524, H11 1.091, H12 1.097
4 C -1.906 0.026 -2.650  C3 1.524, H13 1.092, H14 1.090, H15 1.091
5 C 1.402 0.246 0.828  C1 1.538, C7 1.536, H16 1.095, H17 1.095
6 C 0.412 0.313 3.176  C7 1.533, H18 1.095, H19 1.093, H20 1.091
7 C 0.190 0.625 1.691  C5 1.536, C6 1.533, H21 1.089, H22 1.091
8 H 0.591 -1.556 0.020  C1 1.091
9 H 2.008 -0.941 -0.852  C1 1.097
10 H 0.139 0.967 -1.212  N2 1.011
11 H -1.088 -1.651 -1.598  C3 1.091
12 H -1.745 -0.396 -0.554  C3 1.097
13 H -2.920 -0.378 -2.685  C4 1.092
14 H -1.382 -0.233 -3.570  C4 1.090
15 H -1.977 1.112 -2.571  C4 1.091
16 H 1.917 1.139 0.457  C5 1.095
17 H 2.154 -0.280 1.426  C5 1.095
18 H 1.300 0.845 3.532  C6 1.095
19 H -0.422 0.656 3.795  C6 1.093
20 H 0.549 -0.762 3.299  C6 1.091
21 H -0.663 0.029 1.368  C7 1.089
22 H -0.074 1.673 1.547  C7 1.091

Atom charges from the Löwdin analysis, given in e for atoms 1 to 4: C -0.29; N -0.09; C -0.41; C -0.20